Entry from the OMol25 dataset: a structure of composition C40H86AsF6HgN2O14S7 at a distorted geometry (ωB97M-V with the def2-TZVPD basis set).

```
157
Properties=species:S:1:pos:R:3:forces:R:3
Hg 10.996 16.679 0.816 -0.6 1.3 2.3
As 11.835 14.746 -2.669 -0.5 0.3 -0.2
F 11.138 16.091 -3.690 0.8 -1.4 1.1
F 10.295 13.846 -2.609 1.1 0.8 -0.4
F 12.503 13.431 -1.632 -0.2 1.3 -1.3
F 13.434 15.615 -2.588 -1.5 -1.1 -0.4
F 11.300 15.643 -1.248 0.5 -1.4 -1.9
F 12.224 13.932 -4.237 0.1 0.6 1.8
C 14.476 11.907 -6.795 0.0 -0.1 -0.4
C 13.800 11.988 -8.184 1.4 -0.7 1.1
N 14.713 11.754 -9.329 -0.4 1.4 2.0
C 15.675 10.644 -9.114 -0.4 0.8 -1.2
C 15.027 9.307 -8.999 0.1 -1.0 0.5
C 13.809 11.784 -10.424 0.9 -1.5 -3.3
C 14.579 11.616 -11.799 0.0 0.5 0.9
H 14.832 10.910 -6.538 -0.3 -0.3 -0.2
H 13.754 12.186 -6.027 0.1 0.2 0.1
H 15.390 12.495 -6.720 -0.2 0.5 -0.1
H 13.022 11.225 -8.205 -0.4 -0.3 0.1
H 13.265 12.930 -8.302 0.3 0.2 -0.1
H 16.341 10.587 -9.976 0.1 0.5 0.0
H 16.279 10.904 -8.245 0.0 0.0 -0.1
H 14.438 9.086 -9.888 -0.6 0.2 0.3
H 15.738 8.481 -8.987 0.4 0.1 0.1
H 14.520 9.252 -8.036 -0.7 -0.3 -0.3
H 13.213 12.693 -10.508 0.5 0.5 0.4
H 13.031 11.028 -10.320 -0.2 -0.6 -0.1
H 15.098 10.676 -11.988 -0.4 -0.4 0.4
H 15.408 12.323 -11.749 -0.1 0.3 -0.2
H 13.982 11.832 -12.685 -0.2 0.1 0.2
C 14.493 18.168 -9.464 0.8 -0.6 -0.6
C 14.963 18.726 -8.136 -1.0 0.6 1.0
N 13.864 19.025 -7.138 0.9 -1.0 -0.8
C 12.967 17.882 -6.986 0.1 -0.5 0.9
C 13.576 16.687 -6.171 -0.5 0.3 -0.5
C 13.214 20.286 -7.484 1.4 0.0 0.9
C 14.211 21.392 -7.071 -0.8 1.9 0.0
H 14.145 17.137 -9.403 -0.2 0.1 0.1
H 15.378 18.120 -10.098 0.1 0.0 -0.2
H 13.774 18.751 -10.039 -0.2 0.2 0.4
H 15.680 18.071 -7.641 -0.1 -0.4 -0.1
H 15.522 19.645 -8.315 -0.1 0.1 0.1
H 12.103 18.274 -6.450 -0.2 -0.2 0.0
H 12.626 17.473 -7.937 -0.3 0.1 -0.1
H 14.089 15.965 -6.806 0.7 0.4 -0.2
H 14.183 17.041 -5.337 0.2 0.0 -0.2
H 12.839 16.012 -5.736 -0.5 0.5 0.2
H 12.295 20.435 -6.919 0.0 -0.3 0.2
H 12.935 20.342 -8.536 0.0 0.2 -0.3
H 14.827 21.278 -6.179 -0.1 -1.0 -0.1
H 13.632 22.265 -6.772 -0.4 0.2 -0.1
H 14.859 21.844 -7.822 0.1 -0.6 -0.4
C 8.584 13.736 -7.984 0.3 1.3 -0.7
C 10.017 13.795 -7.368 -0.2 1.0 -0.6
C 10.012 14.795 -6.191 -0.2 -0.8 0.1
S 9.022 16.184 -6.705 -0.2 -0.2 -2.1
O 9.914 16.953 -7.625 -1.9 -1.0 1.7
O 8.248 16.815 -5.640 1.0 -0.3 -0.9
C 7.858 15.121 -7.752 0.0 -0.4 1.4
H 7.994 12.921 -7.563 0.0 0.2 0.2
H 8.652 13.554 -9.057 0.1 -0.1 0.0
H 10.701 14.181 -8.124 0.0 0.1 -0.1
H 10.403 12.800 -7.146 -0.2 0.1 0.5
H 10.984 15.215 -5.931 -0.2 -0.3 0.1
H 9.505 14.320 -5.351 0.1 0.3 0.4
H 7.383 15.762 -8.494 0.9 -0.3 -0.8
H 6.969 14.852 -7.181 0.2 0.4 0.8
C 15.358 19.285 -2.185 0.8 0.2 -1.6
C 14.336 19.698 -3.243 -1.1 -0.8 -0.9
C 13.010 18.869 -2.994 2.1 0.3 0.4
S 12.896 19.024 -1.213 -4.0 1.0 0.4
O 12.309 17.781 -0.648 2.6 2.1 -1.3
O 12.050 20.224 -0.942 2.4 -1.7 -0.2
C 14.691 19.291 -0.888 -0.9 0.0 2.7
H 16.208 19.966 -2.238 0.0 0.1 0.3
H 15.796 18.300 -2.351 -0.3 -0.2 -0.4
H 14.698 19.497 -4.251 0.0 0.0 -0.1
H 14.084 20.758 -3.207 0.2 0.1 0.2
H 13.204 17.812 -3.175 -0.2 0.0 -0.2
H 12.118 19.233 -3.504 0.1 0.0 0.4
H 15.064 18.567 -0.163 -0.3 -0.6 -0.3
H 14.791 20.198 -0.292 -0.4 0.5 -0.5
C 10.958 10.987 2.685 0.1 -0.3 -1.2
C 10.803 10.456 1.201 -1.3 0.6 -0.3
C 10.780 11.674 0.268 0.1 1.0 0.5
S 9.838 13.009 1.176 -0.3 -0.3 0.7
O 8.392 12.873 1.054 0.7 -0.1 -0.6
O 10.386 14.357 1.056 -0.2 -1.9 -0.2
C 10.201 12.334 2.818 0.5 -0.6 0.1
H 12.030 11.065 2.866 -0.1 0.4 0.2
H 10.524 10.326 3.435 0.2 -0.3 -0.3
H 9.878 9.904 1.037 -0.4 0.2 0.4
H 11.503 9.751 0.753 0.7 0.1 0.8
H 10.402 11.503 -0.739 -0.3 0.1 0.2
H 11.773 12.116 0.190 0.0 0.0 0.0
H 9.209 12.146 3.229 0.1 0.2 0.0
H 10.753 13.029 3.450 -0.1 0.2 -0.3
C 9.288 9.873 -6.226 0.1 -0.2 -0.2
C 10.690 10.249 -5.657 -0.9 0.2 0.6
C 10.425 11.219 -4.460 0.3 0.4 -0.4
S 8.739 10.927 -3.817 1.4 -0.7 1.1
O 7.938 12.113 -4.039 0.0 -0.5 -0.2
O 8.827 10.372 -2.457 -0.3 0.5 -1.7
C 8.352 9.632 -5.057 -0.7 0.4 0.7
H 9.310 8.979 -6.850 0.3 -0.1 0.1
H 8.932 10.639 -6.916 -0.1 0.4 0.3
H 11.285 10.692 -6.455 0.1 0.2 0.2
H 11.217 9.360 -5.311 -0.1 0.0 0.0
H 10.472 12.270 -4.746 -0.3 0.0 -0.3
H 11.138 11.213 -3.635 -0.1 -0.6 0.1
H 7.275 9.737 -5.188 0.0 0.2 -0.6
H 8.475 8.638 -4.628 0.4 0.2 0.3
C 16.403 15.558 1.615 0.4 0.0 0.7
C 16.546 14.446 0.559 -1.7 -0.1 -0.2
C 15.112 14.212 0.022 -0.8 0.0 0.6
S 13.948 14.441 1.542 1.3 0.8 -1.3
O 13.542 13.122 1.992 -0.2 0.6 0.0
O 12.952 15.498 1.295 2.1 -1.7 0.6
C 15.327 15.099 2.650 -0.6 -0.6 -1.6
H 16.182 16.548 1.215 -0.4 -0.2 -0.4
H 17.376 15.717 2.078 0.0 -0.2 0.4
H 16.920 13.550 1.054 0.1 -0.1 -0.1
H 17.160 14.666 -0.314 0.3 0.3 0.6
H 14.850 13.262 -0.444 0.2 -0.4 0.6
H 14.840 14.892 -0.786 -0.1 0.7 0.5
H 15.608 14.187 3.177 0.3 0.1 0.1
H 14.883 15.820 3.337 0.2 0.1 -0.3
C 16.908 15.058 -4.301 0.4 -0.5 -2.1
C 17.056 16.526 -4.807 1.0 0.1 0.7
C 18.313 17.128 -4.087 -1.3 0.0 1.1
S 18.386 16.248 -2.451 2.3 -1.7 0.8
O 17.881 17.030 -1.302 0.6 -0.6 -1.7
O 19.760 15.627 -2.366 -3.1 1.4 -0.1
C 17.109 14.938 -2.846 -0.3 2.1 1.2
H 17.673 14.509 -4.850 0.0 -0.3 0.0
H 15.942 14.616 -4.544 0.0 0.2 -0.3
H 16.179 17.146 -4.626 0.0 -0.1 0.2
H 17.259 16.574 -5.877 -0.2 -0.3 0.0
H 18.162 18.169 -3.802 0.0 0.1 -0.1
H 19.279 17.032 -4.582 -0.2 -0.4 0.1
H 16.186 15.359 -2.447 0.0 0.2 0.6
H 17.243 13.998 -2.310 0.6 0.0 -0.6
C 7.086 15.220 -2.758 -0.2 -1.4 -0.6
C 5.881 15.342 -1.844 -0.8 1.0 1.9
C 6.382 15.608 -0.365 0.9 0.6 -1.5
S 7.725 16.844 -0.800 0.2 0.8 0.2
O 8.934 16.563 -0.034 -1.4 -0.4 -0.5
O 7.225 18.213 -0.682 0.0 -1.4 -0.3
C 8.018 16.368 -2.563 -0.5 1.7 0.6
H 6.701 15.254 -3.777 0.3 -0.3 -0.1
H 7.597 14.274 -2.581 -0.1 -0.1 -0.1
H 5.117 14.566 -1.888 0.5 -0.5 -0.1
H 5.311 16.233 -2.108 0.0 0.3 -0.2
H 6.793 14.733 0.139 0.4 0.0 -0.3
H 5.757 16.133 0.358 -0.3 0.1 -0.5
H 9.078 16.331 -2.811 -0.1 -0.7 0.6
H 7.687 17.196 -3.190 -0.3 0.3 0.4
```
Forces are in eV/Å.

## Properties
Multiplicity: 2
Calculated total energy in Eh: -8514.13597

=====

Entry from the OMol25 dataset: an isolated molecule of CH3PS at a distorted geometry (ωB97M-V with the def2-TZVPD basis set).

```
6
Properties=species:S:1:pos:R:3:forces:R:3
C 0.077 0.624 -0.015 -0.3 -4.8 0.5
P -1.239 -0.522 0.006 4.4 2.1 -0.1
S -2.972 0.217 -0.011 -1.3 -0.6 0.0
H -0.192 1.538 0.390 -0.4 2.0 0.2
H 1.133 0.262 0.142 -1.3 0.4 -0.4
H -0.643 -1.867 -0.089 -1.1 1.0 -0.1
```
Forces are in eV/Å.

## Properties
Energy relative to the best compared isomer or geometry (same formula, charge and spin) in eV: 1.174
Structure (SMILES): C=[PH]=S

=====

What did the second record say?
Entry from the OMol25 dataset: an isolated molecule of CH3PS at a distorted geometry (ωB97M-V with the def2-TZVPD basis set).

```
6
Properties=species:S:1:pos:R:3:forces:R:3
C 0.077 0.624 -0.015 -0.3 -4.8 0.5
P -1.239 -0.522 0.006 4.4 2.1 -0.1
S -2.972 0.217 -0.011 -1.3 -0.6 0.0
H -0.192 1.538 0.390 -0.4 2.0 0.2
H 1.133 0.262 0.142 -1.3 0.4 -0.4
H -0.643 -1.867 -0.089 -1.1 1.0 -0.1
```
Forces are in eV/Å.

## Properties
Energy relative to the best compared isomer or geometry (same formula, charge and spin) in eV: 1.174
Structure (SMILES): C=[PH]=S

=====

What is the formula in the second record?
CH3PS